a | 27
Properties=species:S:1:pos:R:3:lowdin_charge:R:1 method="wB97M-V/def2-TZVPD" smiles=Cc1c[nH]c2ccccc12.CC mol_weight_g_mol=161.248
C -2.26314 0.30146 -0.68854 -0.058
C 1.37751 0.95384 -1.33906 -0.224
C 0.32460 0.02777 -1.25514 -0.137
C -0.83534 0.73611 -0.72697 -0.230
C -0.40713 2.00754 -0.52867 -0.076
C 2.64303 0.61775 -1.81533 -0.022
C 2.88946 -0.74417 -2.01859 -0.099
C 0.56064 -1.29091 -1.63281 -0.024
C 1.88723 -1.67910 -1.82885 -0.103
N 0.92363 2.18043 -0.86954 0.067
H 1.54311 2.71863 -0.28864 0.145
H 3.30125 1.41128 -2.14115 0.107
H -0.87087 2.80199 0.03978 0.123
H 3.92995 -0.91753 -2.22737 0.094
H -0.18614 -2.07334 -1.64888 0.106
H -2.66479 0.66855 0.25309 0.070
H -2.43057 -0.76270 -0.80874 0.076
H 2.03509 -2.74783 -1.89520 0.096
H -2.86787 0.88951 -1.38088 0.080
C -1.25154 -1.22557 2.40720 -0.159
C -0.97364 -0.00758 3.29019 -0.157
H -1.32156 -0.89209 1.37366 0.024
H -0.52826 -2.03548 2.48056 0.068
H -2.20793 -1.66381 2.63568 0.056
H -0.90847 -0.29463 4.34489 0.060
H 0.04350 0.27342 3.07907 0.054
H -1.74175 0.74644 3.19025 0.059



b | 27
Properties=species:S:1:pos:R:3:lowdin_charge:R:1 method="wB97M-V/def2-TZVPD" smiles=C[C@@H]1CC[C@@H]2[C@H]1[C@@]2(C)C#N.C#C mol_weight_g_mol=161.248
C -0.82653 1.14917 -3.84529 0.014
C -0.37195 1.97308 -3.07088 0.008
C -0.48345 2.48784 0.03468 -0.245
C 0.95204 -0.92288 -0.81835 -0.088
C 0.26980 -1.82844 0.26380 -0.100
C 0.94621 0.45233 -0.18101 -0.144
C 0.16279 -1.03022 1.65463 -0.333
C 0.38114 0.42639 1.24227 -0.126
C 1.20302 -1.48813 2.66066 -0.040
C -1.81618 0.44465 -0.21287 -0.020
C -0.47248 1.07508 0.05228 -0.377
N -0.45871 3.63263 0.07864 0.175
H -1.10616 0.40350 -4.55655 0.019
H 1.93570 -1.28655 -0.91138 0.100
H 0.48073 -0.89238 -1.70218 0.062
H -0.74701 -2.12361 0.09497 0.087
H 0.73631 -2.67878 0.46265 0.050
H 1.70491 1.29028 -0.40538 0.169
H -0.10358 2.72435 -2.36841 0.007
H -0.79707 -1.00773 2.06841 0.113
H 0.72185 1.02739 2.14102 0.162
H 1.12490 -0.84160 3.43171 0.035
H 2.15550 -1.44909 1.98955 0.135
H 0.90121 -2.49794 2.86805 0.079
H -2.06630 0.70453 -1.32952 0.103
H -2.57062 0.89554 0.43396 0.090
H -1.85609 -0.63942 -0.07546 0.064



c | 27
Properties=species:S:1:pos:R:3:lowdin_charge:R:1 method="wB97M-V/def2-TZVPD" smiles=Cc1c[nH]c2ccccc12.CC mol_weight_g_mol=161.248
C -2.50425 -2.51084 0.39518 -0.165
C -1.58142 -2.51936 -0.86158 -0.150
H -2.86169 -3.50750 0.64333 0.055
H -1.91346 -2.18885 1.25248 0.055
H -3.33497 -1.84976 0.15657 0.054
H -2.10683 -3.12081 -1.59978 0.058
H -0.68195 -3.07972 -0.59323 0.062
H -1.32125 -1.51574 -1.17350 0.034
C 2.07681 1.49155 2.48136 -0.051
C -0.16374 1.21271 -0.43028 -0.245
C 1.07050 0.88046 0.17500 -0.123
C 0.96475 1.48767 1.49377 -0.236
C -0.27409 2.01476 1.66395 -0.034
C 0.63200 0.38555 -2.48656 -0.108
C -0.37157 1.03151 -1.80524 -0.035
C 1.91653 0.12263 -1.92735 -0.088
C 2.08383 0.26236 -0.57610 -0.034
N -1.01944 1.79086 0.47047 0.062
H 0.57229 0.23821 -3.55822 0.097
H -1.21462 1.24925 -2.45065 0.110
H 2.57989 -0.46715 -2.54594 0.096
H 2.97036 0.10643 0.03556 0.104
H -1.94118 1.39126 0.41566 0.143
H -0.69257 2.57417 2.47935 0.114
H 2.87863 0.80958 2.21336 0.066
H 1.75142 1.21627 3.49140 0.079
H 2.48602 2.49454 2.64098 0.082



Short version: a is the most stable of them.



a | 16
Properties=species:S:1:pos:R:3:lowdin_charge:R:1 method="wB97M-V/def2-TZVPD" mol_weight_g_mol=110.140 total_charge=+1
C 1.81010 0.84549 1.22318 -0.010
C 0.42233 -0.93869 -1.39178 0.040
C 2.81356 0.89222 2.06494 0.147
C -2.17709 0.18187 -1.35273 -0.065
C -1.49049 0.13921 0.03471 -0.195
N 0.75816 0.62949 0.68481 0.085
N 0.82313 -2.00257 -1.23237 0.221
N -0.09537 0.51451 -0.17206 -0.008
H 3.69238 1.36598 1.86715 0.053
H 2.79306 0.24345 2.92119 0.093
H -1.48327 -0.12138 -2.14817 0.050
H -3.17620 -0.20924 -1.28347 0.082
H -2.32140 1.26163 -1.60696 0.098
H -1.93120 0.92315 0.67399 0.149
H -1.48012 -0.78536 0.54716 0.105
H 1.04244 -2.93973 -0.82959 0.155



b | 16
Properties=species:S:1:pos:R:3:lowdin_charge:R:1 method="wB97M-V/def2-TZVPD" mol_weight_g_mol=110.140 total_charge=+1
C -0.15616 2.95672 -0.09183 0.011
C -0.92012 1.73098 -1.36078 -0.118
C -0.79128 -1.70598 0.08768 -0.078
C 1.41641 -0.77513 1.02994 -0.077
C 0.46994 -1.01710 -0.05432 -0.075
N -0.70885 3.04480 -1.22234 0.173
N 0.19051 1.97462 0.63953 0.141
N -0.39983 1.11747 -0.27001 -0.015
H -1.34839 1.20473 -2.17313 0.130
H -1.60370 -0.95263 -0.13857 0.107
H -0.99323 -2.58310 -0.66667 0.146
H -1.15102 -2.04285 1.16304 0.148
H 0.92315 -0.43830 1.99429 0.130
H 2.24511 -0.01958 0.84697 0.123
H 1.84977 -1.68689 1.28199 0.091
H 0.97767 -0.80778 -1.06581 0.165



Short version: a is the most stable of them.



a | 13
Properties=species:S:1:pos:R:3:lowdin_charge:R:1 method="wB97M-V/def2-TZVPD" mol_weight_g_mol=98.105
N 0.38048 1.02692 -1.77644 0.088
C 0.12819 0.43481 -0.54224 -0.341
C 0.84853 1.03101 0.59643 -0.199
N 1.01720 0.38586 1.68124 0.121
C -1.19246 -1.07866 0.93079 -0.105
O -1.37933 -2.39190 0.77707 -0.020
C -0.76657 -0.56694 -0.36111 -0.099
H 1.33917 1.30462 -1.93924 0.090
H 0.00264 0.52380 -2.56747 0.092
H 1.20191 2.05960 0.43694 0.116
H 1.43890 0.99353 2.38725 0.058
H -1.74617 -2.72715 1.60584 0.091
H -1.27251 -0.99548 -1.22905 0.108



b | 13
Properties=species:S:1:pos:R:3:lowdin_charge:R:1 method="wB97M-V/def2-TZVPD" smiles=Nc1[nH]ccc1O mol_weight_g_mol=98.105
N 1.91746 0.88645 -0.07700 0.089
C 0.58789 0.41457 -0.02343 -0.324
C 0.04805 -0.84278 0.10337 -0.301
O 0.81712 -1.97020 0.24826 0.036
C -1.36885 -0.72453 0.07885 -0.041
C -1.64957 0.61580 -0.06258 -0.137
N -0.46764 1.29280 -0.11838 0.059
H 2.47583 0.28445 -0.67358 0.081
H 2.34976 0.87122 0.84224 0.081
H 0.32438 -2.71712 -0.10985 0.101
H -2.09436 -1.52260 0.17643 0.100
H -2.59781 1.13110 -0.11975 0.106
H -0.34226 2.28086 -0.26457 0.150



Short version: b is the most stable of them.



a | 13
Properties=species:S:1:pos:R:3:lowdin_charge:R:1 method="wB97M-V/def2-TZVPD" mol_weight_g_mol=98.105
N -1.75962 0.40367 -1.67471 0.166
C -0.87100 0.02671 -0.86552 -0.511
O -0.14797 -1.09534 -0.89458 0.006
C 1.10607 -0.89642 -0.20352 -0.176
C 1.26425 0.62152 0.10542 -0.029
C 0.44276 0.83678 1.30666 -0.172
N -0.44057 0.94191 0.12471 0.045
H -1.81820 -0.24574 -2.45506 0.068
H 1.07081 -1.52897 0.69890 0.113
H 1.89275 -1.27271 -0.86019 0.109
H 0.49777 1.83112 1.75241 0.110
H 0.20781 0.05510 2.03078 0.114
H -0.81904 1.85901 -0.06904 0.158



b | 13
Properties=species:S:1:pos:R:3:lowdin_charge:R:1 method="wB97M-V/def2-TZVPD" mol_weight_g_mol=98.105
N -2.27946 0.43519 -0.65868 0.174
C -1.07398 0.21077 -0.35993 -0.467
O -0.69879 -1.06243 -0.19964 -0.009
C 0.70467 -1.28074 -0.32010 -0.186
C 1.40467 -0.49897 0.76730 -0.204
C 1.16589 0.98478 0.55113 -0.011
N 0.00006 1.16544 -0.07888 0.041
H -2.55635 1.40687 -0.73654 0.053
H -0.25528 2.10891 -0.34546 0.122
H 1.03503 -0.90640 -1.29866 0.130
H 0.83207 -2.36116 -0.28482 0.127
H 1.00186 -0.77620 1.75438 0.126
H 2.47948 -0.71327 0.78885 0.104



c | 13
Properties=species:S:1:pos:R:3:lowdin_charge:R:1 method="wB97M-V/def2-TZVPD" mol_weight_g_mol=98.105
C -0.24937 -1.28010 -1.03309 -0.047
N -0.43067 -0.23133 -0.04390 -0.077
C 0.56845 0.17464 0.80888 -0.419
C -0.93027 1.15229 -0.33646 -0.155
C 0.50295 1.53828 0.84428 -0.098
O 1.37178 -0.65561 1.49760 0.092
N -0.07394 2.10440 -0.37879 0.114
H 1.04028 -1.55959 1.41972 0.106
H -1.99438 1.22038 -0.52898 0.122
H 0.84549 2.22013 1.59937 0.101
H -1.15344 -1.36481 -1.63438 0.086
H -0.10115 -2.23762 -0.52605 0.082
H 0.60427 -1.08106 -1.68819 0.095



d | 13
Properties=species:S:1:pos:R:3:lowdin_charge:R:1 method="wB97M-V/def2-TZVPD" mol_weight_g_mol=98.105
N -1.57962 0.54708 -0.18014 0.118
C -0.22759 0.39393 0.01369 -0.261
C 0.20502 -1.02996 -0.09262 -0.438
O -0.71959 -1.91417 0.37874 0.063
N 1.30420 -1.40129 -0.59500 0.174
C 1.96939 1.47468 0.14719 0.095
C 0.58098 1.46339 0.34719 -0.218
H -2.02074 -0.04088 -0.87629 0.118
H -1.91094 1.50112 -0.20030 0.109
H -1.41461 -1.43570 0.85614 0.103
H 1.38830 -2.41711 -0.51112 0.078
H 2.37459 0.45001 0.20142 -0.024
H 0.05062 2.40890 0.51110 0.083



Short version: b is the most stable of them.



a | 13
Properties=species:S:1:pos:R:3:lowdin_charge:R:1 method="wB97M-V/def2-TZVPD" smiles="NC1=N[C@@H](O)C=C1" mol_weight_g_mol=98.105
N 2.11737 -0.96507 0.42197 0.117
C 0.92254 -0.36242 0.07515 -0.434
C -0.27918 -1.09579 -0.35573 -0.017
C -1.27295 -0.20263 -0.39443 0.002
C -0.69897 1.06825 0.16830 -0.457
O -1.18465 2.30067 -0.26888 0.007
N 0.73993 0.91138 0.18445 0.131
H 2.93027 -0.47653 0.07707 0.094
H 2.16389 -1.96201 0.28411 0.082
H -0.30708 -2.15335 -0.60331 0.104
H -2.30017 -0.35369 -0.72368 0.112
H -2.14362 2.30100 -0.13618 0.099
H -0.68736 0.99021 1.27114 0.160



b | 13
Properties=species:S:1:pos:R:3:lowdin_charge:R:1 method="wB97M-V/def2-TZVPD" mol_weight_g_mol=98.105
N 1.46009 -1.23115 -1.04417 0.179
C 1.03569 -0.23557 -0.40870 -0.409
O 1.65926 0.84032 0.16502 0.020
C 0.39490 1.35366 0.69639 -0.048
C -0.34397 0.20822 0.00555 -0.525
C -1.58496 0.20939 -0.76982 0.110
N -1.12791 -0.77776 0.74723 0.114
H 2.47523 -1.22139 -1.14454 0.067
H 0.39881 1.34100 1.78891 0.126
H 0.17357 2.34733 0.30240 0.125
H -1.46871 -0.57988 -1.53094 0.035
H -2.13207 -0.52671 0.74839 0.090
H -0.93994 -1.72746 0.44427 0.115



Short version: a is the most stable of them.



a | 13
Properties=species:S:1:pos:R:3:lowdin_charge:R:1 method="wB97M-V/def2-TZVPD" mol_weight_g_mol=98.105
C -2.09660 0.55323 0.33921 -0.058
O -1.55058 -0.31376 -0.66474 -0.107
C -0.32418 -0.05154 -1.06530 -0.152
N 0.41489 0.89161 -0.79427 -0.094
N 1.48181 1.43693 -0.44130 0.075
C 2.32468 -1.33722 0.32793 -0.027
C 1.44295 -2.14284 0.47567 -0.013
H -3.09159 0.16949 0.56629 0.092
H -1.46737 0.54107 1.23372 0.096
H -2.16363 1.57144 -0.05767 0.093
H 1.59396 2.29009 -1.00151 0.063
H 3.05519 -0.57365 0.17050 0.011
H 0.67471 -2.87156 0.61151 0.022



b | 13
Properties=species:S:1:pos:R:3:lowdin_charge:R:1 method="wB97M-V/def2-TZVPD" smiles=Cc1ncc(O)[nH]1 mol_weight_g_mol=98.105
C -1.73969 -0.78929 -0.89377 -0.012
C -0.42650 -0.38326 -0.33763 -0.382
N 0.68883 -0.31582 -1.07108 0.126
C 1.62807 0.04492 -0.19230 -0.125
C 1.13106 0.31932 1.07935 -0.299
O 1.24947 1.76661 1.12257 -0.041
N -0.22273 -0.05493 0.94821 0.127
H -1.67326 -0.74177 -1.98264 0.085
H -2.53962 -0.12449 -0.55117 0.083
H -1.97920 -1.81262 -0.59633 0.084
H 2.64590 0.28868 -0.47428 0.115
H 2.17615 1.97673 1.24807 0.077
H -0.89683 -0.21933 1.68659 0.161



Short version: b is the most stable of them.